[1]
A cluster of 2 separate species, C4H9NO4 in total, computed with wB97M-V/def2-TZVPD.

Geometry as XYZ:
```
18
C4H9NO4 (wB97M-V/def2-TZVPD)
O -0.67 1.50 -2.36
C -0.13 0.71 -1.58
N 1.15 1.02 -1.09
C 2.00 0.17 -0.36
O 2.76 0.66 0.54
C -0.76 -0.56 -1.10
C -1.49 -0.32 0.24
O -2.66 -1.15 0.21
H 1.38 1.99 -1.15
H 1.74 -0.90 -0.41
H -0.23 -1.52 -1.21
H -1.45 -1.02 -1.83
H -0.82 -0.63 1.04
H -1.84 0.72 0.22
H -2.97 -1.42 1.07
H 1.79 -0.32 2.33
H 1.24 0.95 2.93
O 0.96 0.14 2.51
```

Properties
Multiplicity: 2
E_LUMO (spin up / spin down): 0.1253 / 0.1244 Ha
HOMO level (spin up / spin down): -0.01 / -4.42 eV
Total charge: -1

[2]
An isolated molecule of C6H7NO2S, computed with wB97M-V/def2-TZVPD.

Geometry as XYZ:
```
17
C6H7NO2S (wB97M-V/def2-TZVPD)
C -2.12 -1.31 1.65
C -1.15 -1.10 0.85
C -0.37 1.09 0.92
C 0.93 -1.05 -0.18
C 0.46 -1.06 -1.63
C 0.45 2.16 0.23
N -0.12 -0.28 0.59
O -3.01 -1.82 2.22
O -1.24 1.33 1.67
S 0.89 0.49 -2.40
H 1.05 -2.09 0.26
H 1.99 -0.52 -0.28
H 0.89 -1.79 -2.28
H -0.67 -1.19 -1.66
H 1.59 2.08 0.45
H 0.03 3.18 0.39
H 0.40 1.89 -0.83
```

Properties
Multiplicity: 1
E_LUMO (spin up / spin down): -0.0478 / -0.0967 Ha
HOMO level (spin up / spin down): -9.00 / -8.51 eV
Energy relative to the best compared isomer or geometry (same formula, charge and spin): 4.972 eV

no.,total energy (hartree)
1,-513.49769
2,-836.08129